Here is 13 unconnected molecules or ions with the total composition C76H183N13O15 at a distorted geometry from the Open Molecules 2025 dataset. Energies are from wB97M-V/def2-TZVPD.

Output
Net charge: 0
Kohn-Sham gap in eV: 8.7
E_LUMO in eV: 0.44
Highest occupied orbital energy in eV: -8.22
Max |F| in eV/Å: 3.237

CARTESIAN COORDINATES (ANGSTROEM)
C  -3.0496  -2.1498  -4.7918
C  -2.9994  -0.6416  -4.9250
C  -2.0663  -0.2380  -6.1261
O  -0.8082  -0.8647  -6.0263
C  0.2421  0.1490  -5.9142
N  -4.3617  -0.1048  -5.2618
H  -3.5765  -2.6407  -5.6854
H  -3.3687  -2.4991  -3.8168
H  -2.0563  -2.5627  -4.9834
H  -2.6025  -0.2137  -3.9714
H  -2.0309  0.8460  -6.2755
H  -2.5468  -0.5546  -7.0176
H  -0.1272  0.7487  -5.0743
H  0.3681  0.7506  -6.7668
H  1.2087  -0.2647  -5.6006
H  -5.0144  -0.1418  -4.4625
H  -4.3033  0.8334  -5.5572
C  7.2281  5.0631  -1.4861
C  7.1966  5.2343  -2.9862
C  5.7365  5.7085  -3.2782
O  4.8833  4.7300  -2.6905
C  3.5541  4.9836  -3.1103
N  8.2161  6.1757  -3.5623
H  6.3070  4.5868  -1.1178
H  7.3889  6.1096  -1.1380
H  8.0895  4.5506  -1.2174
H  7.2521  4.1928  -3.4167
H  5.5037  5.8101  -4.3747
H  5.5864  6.7573  -2.7966
H  2.8190  4.2912  -2.7744
H  3.5203  5.0940  -4.2605
H  3.2415  5.8956  -2.5999
H  8.5855  6.9424  -3.0363
H  8.9677  5.5812  -3.8818
C  -0.4989  -4.7984  -4.3384
C  0.9684  -4.3829  -4.1201
C  1.9909  -5.5350  -4.3774
O  1.9184  -6.5314  -3.4220
C  2.9328  -7.4904  -3.7795
N  1.3378  -3.2920  -4.9708
H  -0.7142  -5.7005  -3.8030
H  -0.6348  -4.7686  -5.4091
H  -1.1852  -4.0178  -3.8862
H  1.1376  -4.1079  -3.0955
H  2.9971  -5.0391  -4.3590
H  1.8130  -5.9045  -5.3592
H  2.8151  -7.8942  -4.7735
H  2.8521  -8.3021  -3.0866
H  3.9087  -6.9891  -3.6845
H  1.3493  -3.6068  -5.9339
H  0.6406  -2.5183  -4.9950
C  -2.3054  4.9025  -0.1089
C  -2.2906  6.4097  0.1268
C  -1.1983  6.8194  1.1009
O  -1.4889  6.1861  2.2916
C  -0.5593  6.6363  3.3031
N  -2.0970  7.1311  -1.1644
H  -2.7536  4.6079  -1.0233
H  -2.8592  4.3286  0.6112
H  -1.2665  4.4944  -0.1400
H  -3.2729  6.7820  0.5421
H  -1.1123  7.8975  1.2407
H  -0.2019  6.4107  0.7387
H  0.5037  6.6471  2.9758
H  -0.5678  5.9480  4.0996
H  -0.7980  7.6713  3.7302
H  -1.3902  6.6091  -1.7365
H  -2.9260  7.0163  -1.7151
C  -1.3605  1.0578  6.8630
C  -0.2786  2.1587  6.6578
C  -0.9266  3.2313  5.8386
O  -1.5408  2.6489  4.7241
C  -1.7796  3.4929  3.6395
N  0.3005  2.8350  7.8386
H  -1.0757  0.3494  7.7223
H  -1.3630  0.4562  5.9281
H  -2.3630  1.4082  7.0400
H  0.5797  1.7537  6.0726
H  -0.2359  4.0800  5.5014
H  -1.6121  3.7322  6.4527
H  -0.8091  3.9624  3.3741
H  -2.4616  4.3616  3.7985
H  -2.1351  2.8671  2.8642
H  -0.2684  3.4912  8.3149
H  0.5655  2.1520  8.5345
C  4.1415  -5.3989  0.7028
C  3.0482  -6.4275  0.7713
C  1.6196  -5.8054  0.8796
O  0.7847  -6.8793  1.2002
C  -0.4978  -6.8051  0.5750
N  3.1686  -7.2356  -0.4007
H  4.3301  -5.0458  -0.3222
H  5.1081  -5.6852  1.0249
H  3.8297  -4.6238  1.4070
H  3.1298  -7.0355  1.6248
H  1.3376  -5.3463  -0.1111
H  1.5598  -5.1180  1.7810
H  -1.0402  -7.8084  0.5631
H  -0.4397  -6.5112  -0.4935
H  -1.3074  -6.1938  1.1152
H  3.0154  -6.6688  -1.2286
H  2.4803  -7.9629  -0.5093
C  -5.7050  6.3138  -2.0321
C  -6.4729  5.0644  -1.5904
C  -6.0311  3.8862  -2.4359
O  -4.6338  3.6596  -2.0042
C  -3.9351  2.8968  -2.9596
N  -6.3949  4.8128  -0.1885
H  -6.0906  7.1777  -1.4424
H  -5.9335  6.5086  -3.0400
H  -4.6006  6.2370  -1.9586
H  -7.5441  5.1519  -1.8028
H  -6.0179  4.0849  -3.5369
H  -6.6321  2.9751  -2.3706
H  -4.2830  1.7812  -2.9650
H  -2.9409  2.9157  -2.5294
H  -4.0878  3.3445  -3.9436
H  -5.4001  4.6130  0.1695
H  -6.7277  5.6666  0.2772
C  -5.5356  -3.1628  1.6484
C  -6.7552  -2.2058  1.7447
C  -7.5814  -2.4191  3.0191
C  -6.8774  -1.7858  4.1938
C  -6.8363  -0.2714  3.9325
C  -5.9199  0.0560  2.7887
N  -6.4353  -0.7395  1.6163
O  -5.5500  -0.5464  0.4502
C  -6.0119  1.5177  2.2546
C  -4.4726  -0.2261  3.1277
C  -7.5876  -2.6371  0.5289
H  -5.8217  -4.2479  1.7578
H  -4.7114  -2.9017  2.3195
H  -5.0764  -3.1636  0.6977
H  -8.4715  -1.8342  2.9283
H  -7.8220  -3.5027  3.2283
H  -5.9234  -2.1762  4.5094
H  -7.4715  -1.9749  5.1149
H  -6.5098  0.3864  4.8052
H  -7.8052  0.1100  3.7332
H  -5.2940  2.1872  2.6222
H  -5.8573  1.4397  1.1673
H  -6.9827  1.9340  2.4441
H  -4.2175  0.3924  4.0206
H  -4.2105  -1.3191  3.3404
H  -3.8813  0.1753  2.3214
H  -8.6009  -2.2939  0.5869
H  -7.5351  -3.6967  0.3180
H  -7.1302  -2.2071  -0.3529
H  -4.6744  -0.8907  0.7609
C  5.3681  1.3149  -1.0644
C  6.3015  0.5814  -1.9764
C  6.1961  -0.9398  -1.7571
C  4.8529  -1.4829  -2.3678
C  4.8909  -1.1161  -3.8270
C  4.9811  0.3784  -4.0907
N  6.1701  0.8140  -3.3679
O  6.4508  2.1424  -3.7815
C  5.1815  0.6310  -5.5826
C  3.6514  1.1385  -3.5966
C  7.7489  1.0210  -1.6782
H  5.3616  2.4160  -1.2576
H  5.6483  1.0501  -0.0365
H  4.3310  1.0000  -1.1872
H  6.9961  -1.4703  -2.2659
H  6.1613  -1.1436  -0.7071
H  3.9695  -0.9951  -1.9731
H  4.6891  -2.5526  -2.1723
H  4.1208  -1.6189  -4.4626
H  5.8119  -1.5299  -4.2846
H  6.2093  0.3767  -5.8663
H  4.4202  0.0458  -6.1483
H  5.0094  1.6227  -5.9406
H  2.8583  1.1460  -4.3695
H  3.3024  0.7805  -2.6683
H  3.8288  2.2227  -3.5102
H  8.4600  0.6626  -2.4637
H  8.0243  0.5650  -0.7397
H  7.9310  2.0974  -1.5757
H  5.8342  2.6851  -3.2595
C  2.3202  3.3164  3.2371
C  3.6631  3.5278  3.9683
C  4.6889  2.3342  3.9580
C  5.2967  2.1353  2.6235
C  5.9033  3.4115  2.0654
C  5.0065  4.6773  2.1376
N  4.3479  4.7018  3.4611
O  3.4938  5.7981  3.4592
C  5.8700  5.9379  1.9538
C  3.9554  4.5413  1.0818
C  3.3443  3.8557  5.3961
H  1.7373  2.8374  4.0160
H  2.2725  2.5679  2.4408
H  1.8438  4.2277  2.7824
H  5.4457  2.5401  4.7158
H  4.1417  1.4247  4.2063
H  4.5501  1.8444  1.8590
H  6.0472  1.3813  2.7188
H  6.2564  3.3339  1.0519
H  6.7948  3.6537  2.6432
H  6.3249  5.8611  1.0007
H  5.2457  6.8039  2.0550
H  6.6923  5.8916  2.6642
H  4.3234  4.5393  0.0513
H  3.3719  3.6021  1.2149
H  3.1991  5.3291  1.0953
H  3.0212  2.9114  5.8687
H  2.5824  4.6803  5.5490
H  4.2426  4.2375  5.9000
H  3.8630  6.3807  4.0762
C  -0.2188  1.2127  -2.1626
C  -0.1527  0.9067  -0.6728
C  -1.5621  1.0743  -0.0508
C  -2.4846  -0.0640  -0.4597
C  -1.9076  -1.4461  -0.1417
C  -0.5007  -1.6116  -0.7554
N  0.2951  -0.4071  -0.3512
O  1.6423  -0.6133  -0.8071
C  0.0796  -2.8398  -0.0708
C  -0.5686  -1.8016  -2.2933
C  0.7455  1.8707  -0.0491
H  -0.3728  2.2412  -2.3530
H  -1.0926  0.6667  -2.6103
H  0.7357  0.9924  -2.6588
H  -1.4807  0.9945  0.9943
H  -2.0113  2.0707  -0.3628
H  -2.6321  0.0397  -1.5333
H  -3.4940  0.0115  -0.1348
H  -2.5739  -2.2442  -0.3872
H  -1.7561  -1.5412  0.9242
H  0.0121  -2.8939  1.0284
H  -0.5896  -3.6647  -0.4103
H  1.0581  -3.1275  -0.4717
H  0.3884  -1.7527  -2.6808
H  -0.9799  -2.8523  -2.4402
H  -1.1617  -1.0389  -2.7733
H  1.7615  1.9450  -0.5572
H  0.9129  1.6646  1.0098
H  0.3178  2.8795  -0.1381
H  2.0283  -1.0065  0.0486
C  4.1424  -1.9460  1.2484
O  2.8576  -1.6326  1.7281
C  2.9231  -0.6868  2.8410
C  1.5188  -0.4003  3.2749
N  0.9211  -1.5328  3.8421
C  -0.4982  -1.2845  3.9711
C  -1.2040  -2.4429  4.5952
O  -1.2835  -3.5642  3.6570
C  -1.4092  -4.7412  4.4016
H  4.0587  -2.3371  0.2108
H  4.6411  -2.7536  1.8336
H  4.7706  -1.0545  1.2590
H  3.4072  0.2468  2.5500
H  3.5908  -1.0696  3.5886
H  1.0518  -0.0665  2.3184
H  1.5913  0.4138  3.9697
H  1.1064  -2.3756  3.3278
H  -0.9156  -1.2669  2.9301
H  -0.7034  -0.4136  4.5670
H  -2.2371  -2.2506  4.8615
H  -0.7566  -2.8174  5.5197
H  -2.4325  -5.0134  4.7354
H  -0.6720  -4.8629  5.2247
H  -1.1840  -5.6030  3.7345
C  -5.2060  -3.5028  -2.3265
O  -4.1247  -4.3260  -2.0245
C  -4.0910  -5.5047  -2.7724
C  -3.1599  -6.4576  -1.9605
N  -3.8632  -7.1221  -0.8757
C  -4.2234  -6.1839  0.1493
C  -4.6148  -6.7785  1.4811
O  -3.6400  -7.5945  2.0669
C  -4.1865  -8.0954  3.3270
H  -6.1279  -3.8690  -1.8760
H  -5.4658  -3.4987  -3.3819
H  -5.0655  -2.4734  -1.8175
H  -3.5876  -5.2931  -3.7605
H  -5.0556  -6.0174  -2.7734
H  -2.3346  -5.8724  -1.4897
H  -2.8539  -7.1289  -2.7530
H  -3.4464  -8.0044  -0.5500
H  -5.1219  -5.5774  -0.1659
H  -3.3812  -5.4318  0.2934
H  -5.5223  -7.4311  1.3865
H  -4.7816  -5.9147  2.1610
H  -4.4248  -7.2887  4.0626
H  -3.4822  -8.7354  3.7828
H  -5.1096  -8.5857  3.1622

=====

Here is 2 unconnected molecules or ions with the total composition C2H2O3S at a distorted geometry from the Open Molecules 2025 dataset. Energies are from wB97M-V/def2-TZVPD.

Output
Net charge: 0
Kohn-Sham gap in eV: 8.8
E_LUMO in eV: -0.85
Highest occupied orbital energy in eV: -9.65
Max |F| in eV/Å: 4.343

CARTESIAN COORDINATES (ANGSTROEM)
C  -0.8904  0.1131  -1.1415
C  -0.0943  -0.1240  -0.1278
O  -2.3286  2.2015  -3.8683
O  -1.5192  0.2124  -2.1168
O  -0.8363  0.5922  -4.9693
S  -2.1565  0.9404  -4.6301
H  -0.3767  -1.0207  0.3311
H  0.4523  0.7648  0.1968

=====

Here is C4H4N4 in the gas phase at a distorted geometry from the Open Molecules 2025 dataset. Energies are from wB97M-V/def2-TZVPD.

Output
SMILES: c1n[nH]c2c[nH]nc12
Net charge: 0
Kohn-Sham gap in eV: 9.3
E_LUMO in eV: 0.92
Highest occupied orbital energy in eV: -8.40
Max |F| in eV/Å: 2.979

CARTESIAN COORDINATES (ANGSTROEM)
C  -1.2844  -1.1407  -0.0373
N  -2.1009  -0.1179  0.0954
N  -1.4374  1.0497  0.0068
C  -0.0616  0.7229  -0.0908
C  1.2912  1.1587  -0.0145
N  2.0284  -0.0337  0.0042
N  1.3190  -1.1941  0.0313
C  0.0677  -0.7156  -0.0971
H  -1.6248  -2.1444  0.0727
H  -1.9317  2.0084  -0.0058
H  1.7713  2.1537  0.1425
H  3.0444  -0.0979  0.2655

=====

Here is 2 unconnected molecules or ions with the total composition CH3IN2O2 at a distorted geometry from the Open Molecules 2025 dataset. Energies are from wB97M-V/def2-TZVPD.

Output
SMILES: N#[N+][O-].COI
Net charge: 0
Kohn-Sham gap in eV: 8.7
E_LUMO in eV: -0.70
Highest occupied orbital energy in eV: -9.40
Max |F| in eV/Å: 3.949

CARTESIAN COORDINATES (ANGSTROEM)
N  1.8771  1.2830  -0.7337
N  0.8699  1.7214  -0.5736
O  -0.1300  2.2479  -0.3043
C  -0.9405  -0.6968  0.5468
O  0.0735  -0.5373  -0.5678
I  1.6366  -1.7942  -0.6430
H  -1.2009  -1.7975  0.8143
H  -1.7087  -0.2558  0.0064
H  -0.4772  -0.1707  1.4549

=====

> Which formula does entry 3 have?

C4H4N4

=====

Repeat the fourth record exactly.
Here is 2 unconnected molecules or ions with the total composition CH3IN2O2 at a distorted geometry from the Open Molecules 2025 dataset. Energies are from wB97M-V/def2-TZVPD.

Output
SMILES: N#[N+][O-].COI
Net charge: 0
Kohn-Sham gap in eV: 8.7
E_LUMO in eV: -0.70
Highest occupied orbital energy in eV: -9.40
Max |F| in eV/Å: 3.949

CARTESIAN COORDINATES (ANGSTROEM)
N  1.8771  1.2830  -0.7337
N  0.8699  1.7214  -0.5736
O  -0.1300  2.2479  -0.3043
C  -0.9405  -0.6968  0.5468
O  0.0735  -0.5373  -0.5678
I  1.6366  -1.7942  -0.6430
H  -1.2009  -1.7975  0.8143
H  -1.7087  -0.2558  0.0064
H  -0.4772  -0.1707  1.4549